Below is a structure of composition C26H52Cl2N3O5PbSi2 in a non-equilibrium geometry, with properties calculated with wB97M-V/def2-TZVPD.

Last column: Mulliken charge in e.
Atoms and positions in Å:
C: -1.53 -0.57 -3.92  -1.37
C: -1.11 -1.92 -3.45  0.67
H: -1.26 -0.42 -4.97  0.40
H: -1.09 0.24 -3.30  0.12
H: -2.63 -0.49 -3.82  0.27
C: -0.63 -2.95 -4.17  0.01
C: -0.49 -2.96 -5.64  -1.55
H: -0.35 -3.87 -3.65  0.35
H: -0.73 -2.00 -6.12  0.34
H: -1.14 -3.73 -6.07  0.31
H: 0.54 -3.24 -5.92  0.29
Pb: -0.17 0.03 -0.04  1.07
Cl: -0.32 2.20 -1.54  -0.71
C: -0.35 -2.52 1.64  0.05
O: 0.68 -1.97 1.17  -0.78
N: -0.11 -3.49 2.54  1.12
C: 1.27 -3.65 3.02  -1.06
C: -1.12 -4.47 2.84  -1.21
H: -1.45 -2.35 1.36  0.03
H: 1.89 -2.78 2.74  0.10
H: 1.68 -4.57 2.58  0.28
H: 1.23 -3.75 4.11  0.46
H: -2.05 -4.16 2.33  0.33
H: -1.26 -4.48 3.93  0.33
H: -0.78 -5.44 2.47  0.37
H: 0.78 2.94 4.72  0.37
H: -1.35 4.31 4.01  0.33
C: 1.13 3.03 3.68  -0.91
C: -0.93 4.36 3.00  -0.99
N: -0.06 3.25 2.83  0.57
H: 1.69 2.14 3.38  -0.07
C: -0.27 2.40 1.80  0.15
O: 0.74 1.69 1.55  -0.94
H: -1.72 4.28 2.25  0.25
H: -1.22 2.48 1.18  0.06
H: 1.75 3.92 3.58  0.47
H: -0.33 5.26 2.86  0.32
H: 1.42 -0.31 -3.77  0.10
H: 2.35 -2.66 -3.50  0.14
C: 2.23 0.09 -3.14  -0.64
C: 3.19 -2.20 -2.95  -0.79
N: 2.76 -0.98 -2.28  0.30
H: 1.86 0.92 -2.52  0.15
C: 2.65 -0.95 -0.95  0.08
O: 2.17 0.03 -0.33  -0.64
H: 3.57 -2.90 -2.19  0.29
H: 2.97 -1.87 -0.42  0.26
H: 3.05 0.43 -3.79  0.35
H: 3.99 -1.95 -3.66  0.32
O: 0.03 -1.53 -1.64  -0.44
C: -1.19 -2.08 -1.96  -0.38
C: 0.10 -4.05 -1.00  0.28
C: -1.13 -3.47 -1.35  -0.01
H: 1.02 -3.47 -1.08  0.15
C: 0.10 -5.37 -0.55  -0.69
H: -2.10 -1.55 -1.57  0.59
C: -2.33 -4.15 -1.22  -0.24
H: 1.05 -5.84 -0.29  0.39
C: -1.11 -6.08 -0.44  -0.60
C: -2.32 -5.46 -0.77  -0.67
H: -3.25 -3.63 -1.50  0.43
H: -1.10 -7.11 -0.09  0.36
H: -3.26 -5.99 -0.67  0.35
Si: -0.43 6.67 -3.43  0.51
Cl: -0.72 5.97 -5.35  -0.35
C: 1.40 6.51 -3.04  -0.89
C: -1.47 5.61 -2.29  -0.49
C: -0.98 8.47 -3.40  -0.93
H: 1.72 5.46 -3.11  0.27
H: 1.61 6.88 -2.03  0.31
H: 2.00 7.11 -3.75  0.27
H: -0.39 9.07 -4.11  0.26
H: -0.85 8.89 -2.39  0.32
H: -2.04 8.55 -3.68  0.25
H: -1.16 4.56 -2.35  -0.03
H: -2.53 5.68 -2.56  0.28
H: -1.36 5.95 -1.25  0.24
C: -1.37 1.15 4.59  -1.12
Si: -0.03 -0.01 4.07  0.61
C: 1.69 -0.18 4.63  -1.23
C: -0.94 -1.51 4.59  -1.23
O: -0.31 0.05 2.52  -0.04
H: -1.43 0.88 5.64  0.48
H: -2.30 0.87 4.09  0.20
H: -1.22 2.22 4.51  0.18
H: 1.51 -0.28 5.71  0.37
H: 2.16 -1.10 4.28  0.26
H: 2.39 0.64 4.49  0.42
H: -1.89 -1.63 4.08  0.14
H: -0.32 -2.40 4.55  0.08
H: -1.11 -1.26 5.64  0.65

Spin multiplicity   1
HOMO-LUMO gap   6.4924 eV
Net charge   -1
Energy above the lowest of the compared OMol25 structures with the same formula, charge and spin   72.0 kcal/mol



Below is a cluster of 2 separate species, C3H9FNO in total in a non-equilibrium geometry, with properties calculated with wB97M-V/def2-TZVPD.

Last column: Mulliken charge in e.
Atoms and positions in Å:
C: 2.05 -0.76 1.32  -0.67
C: -0.62 0.34 -1.10  -0.92
C: 0.51 0.86 1.18  0.01
N: -1.96 0.17 -0.52  -0.33
O: 0.74 -0.40 1.67  -0.19
F: -0.72 1.36 1.56  -0.26
H: 2.30 -1.70 2.02  0.23
H: 2.83 0.04 1.53  0.36
H: 2.00 -1.21 0.34  0.29
H: -0.24 1.23 -1.52  0.41
H: -0.09 -0.55 -1.21  0.44
H: 1.25 1.55 1.06  0.48
H: -2.15 1.18 -0.15  0.41
H: -1.91 -0.44 0.26  0.35
H: -2.72 -0.15 -1.30  0.39

Spin multiplicity   1
HOMO-LUMO gap (alpha / beta)   7.8533 / 9.5977 eV
Net charge   +1
Energy above the lowest of the compared OMol25 structures with the same formula, charge and spin   93.1 kcal/mol



Below is the molecule CH4N4 in a non-equilibrium geometry, with properties calculated with wB97M-V/def2-TZVPD.

Last column: Mulliken charge in e.
Atoms and positions in Å:
C: 0.12 -0.57 -0.78  -0.22
N: -0.95 0.45 -0.99  -0.23
N: -1.10 1.12 0.07  -0.16
N: 0.90 -0.25 0.38  -0.43
N: -0.36 0.73 1.03  -0.08
H: -0.42 -1.42 -0.71  0.30
H: 0.79 -0.57 -1.58  0.27
H: 1.03 -1.02 0.96  0.27
H: -0.01 1.54 1.62  0.28

Spin multiplicity   1
HOMO-LUMO gap   10.2064 eV
SMILES   C1N=NNN1
Energy above the lowest of the compared OMol25 structures with the same formula, charge and spin   104.3 kcal/mol



Below is the molecule C6H7NOS in a non-equilibrium geometry, with properties calculated with wB97M-V/def2-TZVPD.

Last column: Mulliken charge in e.
Atoms and positions in Å:
C: 1.32 -1.19 -0.10  -0.51
C: 0.10 -1.84 -0.13  -0.39
C: 1.32 0.14 -0.05  -0.19
C: -1.08 -1.36 -0.01  0.46
C: -1.11 0.44 -0.09  0.33
C: 0.40 2.25 0.04  -1.10
N: 0.16 0.85 -0.05  0.05
O: -2.26 -1.95 -0.03  -0.50
S: -2.48 1.33 -0.23  -0.39
H: 2.24 -1.68 0.09  0.37
H: 0.17 -2.87 -0.01  0.29
H: 2.15 0.76 0.30  0.24
H: -0.55 2.93 -0.10  0.21
H: 1.06 2.49 0.88  0.33
H: 0.92 2.62 -0.80  0.46
H: -2.35 -2.90 0.28  0.35

Spin multiplicity   1
HOMO-LUMO gap   8.3419 eV
SMILES   Cn1cccc(O)c1=S
Energy above the lowest of the compared OMol25 structures with the same formula, charge and spin   38.2 kcal/mol



Among the records above, which one has the lowest energy above the lowest of the compared OMol25 structures with the same formula, charge and spin?
C6H7NOS